Entry 1:
Computed, not measured: C45H42F4N3O2Pb as an isolated structure, with ωB97M-V with the def2-TZVPD basis set.

```
97
Properties=species:S:1:pos:R:3:forces:R:3
Pb -0.05478 0.10390 -0.29345 0.083 0.437 -0.224
C -3.08539 1.97192 1.50419 0.112 0.036 -0.199
C -3.39152 2.31566 0.05296 0.214 0.087 0.087
N -2.22036 2.53962 -0.80570 0.012 -0.250 -0.041
C -2.66937 2.66463 -2.19000 0.212 -0.010 -0.033
C -1.54234 2.73534 -3.21964 -0.095 -0.042 0.212
C -1.39832 3.67131 -0.38700 0.227 -0.094 0.287
C 0.05397 3.35617 0.04678 -0.144 -0.070 0.009
N 0.17712 2.22431 0.95193 -0.618 0.080 -0.354
C 0.97560 2.26993 2.01525 0.185 0.039 0.296
C 0.95500 1.14628 2.88948 -0.014 0.080 0.149
F 0.08237 0.15085 2.60436 0.019 0.003 -0.062
C 1.75582 1.02050 3.99003 -0.015 0.047 0.025
F 1.67704 -0.09966 4.73763 -0.067 -0.084 -0.005
C 2.63801 2.01791 4.38205 0.074 0.041 -0.097
C 2.66988 3.13515 3.57400 -0.108 -0.252 0.148
F 3.51635 4.13993 3.89098 0.063 0.125 -0.039
C 1.89309 3.27000 2.44332 -0.134 0.045 0.062
F 2.08130 4.41939 1.73753 -0.031 -0.020 -0.079
H -4.02541 1.82616 2.04141 -0.004 -0.001 -0.013
H -2.51543 2.74912 2.01112 0.032 0.021 0.003
H -2.51353 1.04841 1.54401 0.049 -0.082 0.084
H -4.05189 3.20256 0.00972 -0.055 -0.053 -0.019
H -3.93064 1.46691 -0.36618 -0.126 0.004 -0.136
H -3.30943 3.55824 -2.31062 -0.109 -0.042 0.008
H -3.27810 1.78766 -2.40378 -0.112 -0.064 -0.038
H -1.05981 3.71356 -3.23360 0.040 -0.044 -0.012
H -1.94078 2.53554 -4.21550 -0.006 0.067 -0.012
H -0.78738 1.98220 -3.00270 0.081 -0.075 0.006
H -1.88609 4.18487 0.44588 -0.071 0.013 0.059
H -1.34490 4.39660 -1.20708 0.040 0.080 0.100
H 0.39614 4.27548 0.51657 0.148 0.052 -0.143
H 0.67772 3.20328 -0.85001 -0.082 0.010 -0.026
H 3.26307 1.92248 5.25571 -0.005 -0.008 0.001
O -1.88609 -1.10739 0.35761 0.430 -0.013 0.076
C -2.24849 -2.38024 -0.04084 -0.116 -0.169 0.042
C -1.19151 -3.46528 0.32369 -0.087 0.299 -0.117
C 0.12740 -3.56021 -0.39597 0.144 -0.248 0.032
C 0.67509 -4.81833 -0.64367 0.086 -0.016 0.006
C 1.98071 -4.90975 -1.09822 -0.043 0.040 0.027
C 2.70539 -3.74973 -1.29853 -0.085 0.012 -0.056
C 2.06300 -2.52513 -1.12701 0.073 -0.253 -0.173
C 2.77689 -1.24261 -1.38069 -0.056 0.281 0.563
C 3.10933 -0.51242 -0.01396 0.367 -0.098 -0.415
O 2.00325 -0.27627 0.74080 -0.563 -0.273 -0.170
C 4.09643 -1.42856 0.73989 -0.074 0.108 0.149
C 3.62636 -2.16724 1.81960 -0.038 0.094 -0.013
C 4.48963 -2.95460 2.56752 0.056 -0.043 -0.002
C 5.83786 -3.01202 2.24272 0.010 -0.044 0.027
C 6.30923 -2.30127 1.14803 0.043 -0.017 -0.063
C 5.44237 -1.51865 0.39834 -0.026 -0.037 -0.031
C 3.81198 0.82976 -0.30500 -0.073 0.048 -0.004
C 4.15546 1.31044 -1.56291 0.008 -0.088 -0.001
C 4.72876 2.57019 -1.71213 0.035 0.084 -0.005
C 4.96367 3.36853 -0.60591 0.018 -0.018 -0.069
C 4.62752 2.89604 0.65757 0.054 -0.029 0.040
C 4.05904 1.64364 0.80107 0.013 -0.057 0.016
N 0.79968 -2.45135 -0.69982 -0.040 0.057 0.175
C -3.50802 -2.80575 0.76865 0.003 0.248 0.033
C -3.82206 -2.10481 1.92794 0.092 0.034 -0.161
C -4.98858 -2.37559 2.62900 -0.002 -0.046 0.041
C -5.85235 -3.36860 2.18919 0.008 0.054 0.061
C -5.52242 -4.10536 1.06066 -0.027 -0.109 -0.011
C -4.36022 -3.82591 0.35681 0.072 -0.045 0.010
C -2.65954 -2.38152 -1.53148 0.052 0.156 0.005
C -1.97785 -3.02176 -2.55990 -0.019 -0.056 0.126
C -2.42355 -2.94226 -3.87622 -0.052 0.030 -0.085
C -3.55626 -2.21305 -4.19148 0.021 -0.045 -0.055
C -4.24074 -1.55300 -3.17788 0.006 0.049 0.068
C -3.79468 -1.64022 -1.87136 0.051 0.073 -0.002
H -1.66663 -4.44778 0.30017 0.052 -0.030 0.024
H -0.94414 -3.23584 1.36601 -0.078 -0.115 0.043
H 0.08917 -5.71171 -0.46975 -0.024 0.031 0.071
H 2.42956 -5.87796 -1.28467 0.013 0.000 0.041
H 3.74540 -3.77878 -1.59495 -0.007 0.030 -0.037
H 2.12965 -0.56559 -1.94299 0.091 -0.051 -0.187
H 3.69627 -1.42489 -1.93589 -0.027 0.006 -0.083
H 2.57784 -2.07239 2.07156 -0.002 0.022 0.043
H 4.11524 -3.51341 3.41708 -0.019 0.023 0.001
H 6.52331 -3.59537 2.84614 -0.021 -0.034 -0.021
H 7.36055 -2.34529 0.88748 -0.008 0.014 -0.005
H 5.82230 -0.95154 -0.44487 0.009 0.048 0.029
H 3.98210 0.72120 -2.45474 -0.027 -0.047 0.023
H 4.98918 2.92398 -2.70318 -0.022 0.012 0.004
H 5.39548 4.35463 -0.72596 0.013 -0.007 0.012
H 4.80306 3.51145 1.53203 -0.039 0.001 -0.012
H 3.76722 1.27941 1.77982 0.046 0.002 -0.018
H -3.13916 -1.32233 2.23085 -0.059 0.048 0.030
H -5.22497 -1.80145 3.51712 -0.012 -0.006 -0.004
H -6.77857 -3.56128 2.71700 0.023 -0.039 0.019
H -6.18016 -4.89863 0.72442 0.000 0.025 -0.037
H -4.12732 -4.39378 -0.53804 -0.017 0.027 -0.023
H -1.08462 -3.59251 -2.35369 -0.043 -0.040 -0.030
H -1.87910 -3.45674 -4.65924 0.022 -0.004 0.022
H -3.90852 -2.16286 -5.21464 0.018 0.023 -0.001
H -5.12521 -0.97044 -3.40746 -0.005 -0.011 0.004
H -4.33085 -1.13000 -1.08132 -0.014 0.035 0.026
```
Forces are in eV/Å.

Summary:
energy relative to the best compared isomer or geometry (same formula, charge and spin) = 0.0 kJ/mol
max |F| = 0.0139 hartree/bohr
net charge = -1
gap between HOMO and LUMO = 6.6 eV
HOMO energy = -4.09 eV

Entry 2:
Computed, not measured: C45H42IrN2O2S3 as an isolated structure in a non-equilibrium geometry, with ωB97M-V with the def2-TZVPD basis set.

```
95
Properties=species:S:1:pos:R:3:forces:R:3
Ir 0.12312 0.29870 0.12516 -0.284 -0.385 0.937
C -6.94213 1.83008 2.36035 0.062 -0.003 -0.039
C -5.62633 1.80827 1.62293 -0.035 0.036 0.011
C -5.10366 0.61058 1.13950 0.012 -0.048 -0.004
C -3.90520 0.57700 0.44559 -0.074 0.147 -0.037
C -3.20110 1.75497 0.22671 -0.038 -0.110 0.029
C -3.69412 2.95338 0.71188 -0.105 -0.035 0.087
C -4.90633 2.97378 1.39532 0.064 0.023 -0.003
S -1.62569 1.79595 -0.65814 0.308 0.179 -0.332
O -1.25499 3.25207 -0.52820 0.027 -0.156 0.060
C -2.07192 1.45096 -2.29730 0.081 -0.270 0.185
C -3.19995 2.15066 -2.78468 0.030 -0.043 -0.162
C -3.63962 2.00551 -4.05966 0.047 -0.078 -0.096
C -2.91578 1.16997 -4.99068 -0.085 0.067 -0.042
C -3.32016 1.06071 -6.32528 0.010 0.042 0.097
C -2.59184 0.33361 -7.25444 0.036 -0.067 -0.009
C -1.40961 -0.28244 -6.84635 -0.040 0.098 0.088
C -0.99207 -0.20139 -5.53012 0.040 -0.072 -0.079
C -1.74903 0.47749 -4.54233 0.095 0.103 0.299
C -1.33687 0.54564 -3.15848 -0.216 0.332 -0.112
C -0.16929 -0.28240 -2.77769 0.021 -0.150 0.042
C -0.23990 -1.71540 -2.98427 -0.026 0.080 0.061
C -1.48386 -2.34124 -3.21784 -0.058 -0.056 -0.022
C -1.57289 -3.69184 -3.41358 0.110 -0.072 0.028
C -0.40957 -4.48985 -3.38112 -0.130 0.006 -0.030
C 0.80482 -3.91570 -3.12997 0.070 0.050 0.026
C 0.91958 -2.52185 -2.91485 -0.049 -0.013 0.001
C 2.17482 -1.92313 -2.61027 -0.039 -0.191 -0.043
C 2.23069 -0.60835 -2.31169 0.046 0.226 0.231
C 1.05860 0.19396 -2.33653 0.135 -0.077 -0.381
S 1.28097 1.93323 -2.03181 0.269 0.618 -0.111
O 2.43300 2.07313 -1.06475 -0.239 -0.032 -0.246
C 1.96659 2.40643 -3.62814 0.018 -0.033 -0.041
C 3.33108 2.58413 -3.77754 0.050 -0.015 -0.058
C 3.83589 2.95662 -5.01746 -0.013 -0.016 0.040
C 2.99105 3.15891 -6.10571 0.008 0.005 -0.001
C 3.54224 3.59041 -7.44077 -0.021 -0.011 0.026
C 1.62039 2.98571 -5.92657 -0.059 -0.013 0.047
C 1.09981 2.62485 -4.69139 -0.006 -0.045 -0.050
H -6.97153 1.06332 3.13688 0.010 0.013 -0.013
H -7.77545 1.63783 1.68011 0.015 0.001 0.002
H -7.11347 2.79799 2.83214 0.012 -0.011 -0.008
H -5.64524 -0.31561 1.30978 0.042 0.046 -0.015
H -3.53248 -0.36077 0.07503 0.083 -0.124 -0.065
H -3.11607 3.85383 0.55849 -0.017 -0.013 -0.008
H -5.28716 3.91745 1.77231 0.011 -0.019 -0.010
H -3.72795 2.82179 -2.11695 0.030 -0.029 0.035
H -4.51418 2.54679 -4.40524 0.043 -0.044 -0.012
H -4.22707 1.57667 -6.62793 0.040 -0.012 0.012
H -2.92885 0.25724 -8.28155 0.016 0.017 0.022
H -0.79964 -0.81717 -7.56490 0.002 -0.017 0.008
H -0.05331 -0.66689 -5.25038 -0.089 0.034 -0.051
H -2.37514 -1.72664 -3.22952 0.024 -0.011 -0.016
H -2.53973 -4.14997 -3.57860 0.001 -0.014 -0.013
H -0.48009 -5.55904 -3.54512 -0.019 0.022 0.020
H 1.70174 -4.52506 -3.07595 -0.030 0.050 -0.005
H 3.06639 -2.53933 -2.56801 -0.044 0.002 0.006
H 3.15818 -0.14494 -1.99279 -0.059 0.021 -0.026
H 3.98010 2.42606 -2.92368 -0.036 0.012 -0.020
H 4.90638 3.08669 -5.14270 -0.032 0.001 0.005
H 4.56741 3.24367 -7.57603 -0.010 0.000 0.006
H 3.54817 4.68023 -7.52614 -0.001 -0.015 0.004
H 2.93801 3.20084 -8.26115 0.009 0.000 0.021
H 0.94569 3.12996 -6.76502 0.031 -0.002 0.052
H 0.02957 2.49216 -4.56170 0.081 0.010 -0.002
C 1.77340 4.57825 1.03832 -0.199 -0.071 0.181
N 0.72164 3.69840 1.54732 -0.016 -0.145 -0.329
C 0.83115 2.51456 2.16035 0.052 0.064 -0.087
S -0.60750 1.59696 2.38852 0.373 -0.091 0.174
N 1.99473 2.00618 2.62108 0.029 0.100 -0.044
C 3.34110 2.21691 2.07457 -0.157 -0.073 0.037
H 1.27043 5.40298 0.53881 -0.016 0.008 -0.012
H 2.41760 4.08387 0.31614 0.030 -0.105 -0.055
H 2.36223 4.99539 1.85292 0.036 -0.014 0.063
H -0.15819 3.73747 1.02445 0.108 0.084 0.029
H 1.83276 1.05086 2.90644 0.030 -0.034 0.062
H 3.69440 3.22735 2.24848 -0.007 0.094 0.030
H 3.38480 1.98279 1.01006 -0.069 0.023 -0.009
H 4.00263 1.53964 2.61156 -0.010 -0.002 0.012
C -1.08589 -1.40032 0.13759 0.047 0.000 -0.060
H -1.92742 -1.25650 -0.53631 -0.114 -0.030 -0.071
H -1.45316 -1.62282 1.14342 0.020 0.035 -0.045
H -0.54193 -2.26572 -0.24482 -0.001 -0.006 0.067
C 1.61807 -0.66038 0.77329 -0.182 0.117 -0.397
C 2.55532 -1.69846 0.79423 -0.045 0.161 0.139
C 3.94726 -1.42574 0.91710 0.066 -0.044 -0.004
C 4.88261 -2.44277 0.89405 -0.098 0.021 -0.027
C 4.48738 -3.77548 0.75517 -0.042 0.056 0.019
C 3.12549 -4.06691 0.64140 -0.009 0.082 -0.001
C 2.17744 -3.06326 0.66110 0.002 -0.092 -0.010
H 4.26195 -0.39051 1.00137 -0.003 -0.075 -0.009
H 5.93670 -2.19893 0.97420 -0.021 -0.005 0.006
H 5.22351 -4.56938 0.73796 -0.007 0.012 -0.004
H 2.80393 -5.09660 0.52931 0.000 0.006 0.001
H 1.12554 -3.30038 0.55776 0.065 -0.015 0.021
```
Forces are in eV/Å.

Summary:
⟨S²⟩ = 6.08
energy relative to the best compared isomer or geometry (same formula, charge and spin) = 10.0 kJ/mol
max |F| = 0.0204 hartree/bohr
net charge = -1
2S+1 = 5
gap between HOMO and LUMO (spin up / spin down) = 4.5 / 7.3 eV
HOMO energy (spin up / spin down) = -1.96 / -4.86 eV